Entry 1:
Here is a molecular structure, C2H4NO2 from OMol25. Energies are from ωB97M-V/def2-TZVPD.

XYZ file:
```
9
Properties=species:S:1:pos:R:3:forces:R:3
C -0.292498 -0.741510 -0.194616 -0.11 0.33 1.48
C 0.453119 0.420528 0.469108 -2.79 -1.39 -0.09
N -1.271333 0.449674 -0.455226 1.03 -1.64 1.53
O -2.272131 0.406420 0.407204 0.88 0.24 -0.66
O 1.690839 0.781912 -0.000981 1.87 0.67 -1.35
H 0.164837 -1.143367 -1.104958 0.27 0.69 -0.25
H -0.613014 -1.741701 0.333422 -0.07 2.17 -0.33
H 0.348353 0.806014 1.523921 -0.38 -0.94 -1.38
H 1.791825 0.762033 -0.977878 -0.70 -0.13 1.06
```
Positions in Å, forces in eV/Å.

Values from the calculation:
Kohn-Sham gap in eV: 5.43
Net charge: -1
Maximum force in hartree/bohr: 0.061
Relative energy (zero: lowest compared OMol25 entry of this formula, charge and spin) in kJ/mol: 584.0
M in g mol⁻¹: 74.06
HOMO level in eV: -1.29
Electronic energy in eV: -7719.5591

Here are the natural (NBO) charges for atoms 1 to 5, given in e: number 1, C, carries -0.377; number 2, C, carries 0.008; number 3, N, carries -0.113; number 4, O, carries -0.706; number 5, O, carries -0.753

***

Entry 2:
Here is a molecular structure, C22H32Br42N4OP from OMol25. Energies are from ωB97M-V/def2-TZVPD.

XYZ file:
```
102
Properties=species:S:1:pos:R:3:forces:R:3
C -0.906374 -0.309648 -0.516830 -0.03 -0.66 -0.47
C -1.617193 0.228599 -1.769307 0.34 0.55 0.32
C -1.239853 1.672778 -2.199449 -0.92 -0.66 -0.31
O -0.745845 2.532129 -1.164036 0.47 -0.54 -0.20
C 0.590081 2.872157 -1.233358 -0.35 1.28 0.19
N 1.352906 2.502208 -0.041914 0.61 -1.01 -0.29
C 2.277776 1.536964 0.108821 0.38 -0.55 -0.23
N 2.684617 0.667101 -0.807067 -0.16 -0.02 -0.36
N 2.785762 1.518042 1.347484 0.22 -0.03 0.52
C 2.144666 2.486724 1.977634 0.76 -1.21 -0.52
N 1.287688 3.086409 1.183019 -0.98 2.08 1.73
P 0.220857 4.432682 1.662952 -1.62 1.06 -1.13
C -0.639281 3.716738 3.127610 1.72 -0.65 -0.60
C 1.273893 5.767314 2.390262 -0.18 -0.64 0.36
H -0.387314 -1.231562 -0.783236 -0.05 0.25 0.19
H -1.633730 -0.591680 0.238725 0.08 0.22 0.20
H -0.165628 0.364217 -0.091020 -0.17 0.14 0.09
H -2.694859 0.199520 -1.622044 -0.02 -0.08 0.04
H -1.385046 -0.422326 -2.613660 -0.14 0.02 -0.05
H -0.584808 1.615559 -3.074226 0.41 0.33 0.30
H -2.157479 2.144266 -2.550707 0.10 0.16 -0.04
H 1.130895 2.484793 -2.097841 -0.08 -0.31 0.06
H 0.650371 3.963470 -1.291265 0.09 -0.01 0.04
H 3.264965 -0.091334 -0.484215 0.20 0.06 -0.11
H 2.447645 0.715333 -1.784201 -0.07 -0.10 0.02
H 2.307406 2.746055 3.011417 -0.14 0.14 0.04
H -1.125828 2.803142 2.792729 -0.26 0.31 0.13
H -1.311933 4.433631 3.578960 -0.15 0.09 0.01
H 0.151346 3.403077 3.817030 -0.36 0.15 0.44
H 1.192579 5.738738 3.478229 0.34 -0.13 0.05
H 0.829211 6.713564 2.086620 0.08 -0.03 -0.27
H 2.310769 5.716616 2.064292 0.02 0.09 0.03
C -4.226908 -0.181881 2.803355 -0.13 -0.32 0.08
Br -3.885102 -1.101171 4.459777 0.02 0.04 -0.09
Br -2.823676 1.078291 2.398080 -0.35 -0.06 0.06
Br -4.496778 -1.409305 1.345369 0.04 -0.01 0.02
H -5.162242 0.359003 2.935099 0.53 -0.08 -0.05
C -2.728665 5.344230 7.304356 -0.05 0.02 0.07
Br -2.515518 5.292494 9.213726 0.05 -0.02 -0.11
Br -1.377684 6.435156 6.461290 -0.03 -0.09 0.00
Br -2.797260 3.570862 6.551114 0.23 0.04 0.04
H -3.682006 5.812915 7.100574 0.01 -0.03 -0.03
C -7.017227 -4.911987 2.016377 0.06 0.07 0.08
Br -7.836972 -3.254595 2.565292 0.02 -0.06 -0.03
Br -6.310319 -4.802274 0.225074 -0.02 0.03 0.06
Br -5.679785 -5.499041 3.269948 -0.08 0.33 -0.13
H -7.796244 -5.660876 2.004313 0.00 0.01 -0.01
C 0.589215 -4.780608 -1.110523 -0.05 -0.16 -0.01
Br 1.299754 -3.010229 -1.407417 0.25 -0.20 -0.04
Br -1.008666 -5.056459 -2.142056 0.09 -0.03 0.08
Br 1.908871 -6.140275 -1.443329 -0.06 0.11 -0.03
H 0.318346 -4.846345 -0.066417 0.02 0.04 -0.01
C -4.313660 -8.998753 5.413321 -0.06 -0.04 0.01
Br -5.402063 -9.277741 6.976002 0.05 0.05 -0.08
Br -5.375179 -8.918203 3.810064 0.08 -0.31 0.12
Br -3.193128 -7.438107 5.593176 -0.06 -0.02 -0.01
H -3.658837 -9.853319 5.322497 0.01 0.02 0.00
C 0.645341 2.053334 7.358244 0.02 0.01 0.14
Br 1.176901 1.041435 8.903197 0.00 0.05 -0.12
Br 1.846605 3.526675 7.021627 -0.07 -0.07 -0.06
Br 0.441689 0.929444 5.804467 -0.02 0.04 -0.01
H -0.325362 2.479686 7.572190 0.00 0.01 -0.05
C 6.599319 0.660101 1.666913 -0.01 0.05 0.15
Br 7.061899 -0.171181 3.339375 -0.01 0.04 -0.11
Br 7.925802 1.939619 1.108305 -0.06 -0.08 0.00
Br 6.253279 -0.644950 0.291654 0.01 0.07 -0.01
H 5.676563 1.201280 1.822500 -0.02 -0.03 -0.01
C -6.683938 3.151817 4.513852 0.03 -0.07 0.20
Br -6.201774 2.150558 6.088603 -0.07 0.06 -0.13
Br -5.467899 4.608961 4.169580 -0.09 -0.08 -0.09
Br -6.872921 1.988501 2.992620 -0.23 0.28 -0.05
H -7.653671 3.595507 4.695591 -0.02 -0.06 -0.03
C 4.692428 -0.841177 -4.341993 0.14 0.05 -0.01
Br 2.940431 -0.094257 -4.691570 0.03 -0.06 0.13
Br 4.720792 -1.865243 -2.709167 -0.13 -0.04 -0.12
Br 5.335540 -1.869627 -5.825729 -0.06 0.05 0.03
H 5.372179 -0.010424 -4.209832 -0.04 0.02 0.00
C -0.165770 -4.197306 -6.206847 0.04 -0.06 0.02
Br -1.727967 -3.412445 -5.392347 0.04 0.04 -0.10
Br 1.427878 -3.840482 -5.178987 -0.07 -0.03 -0.04
Br -0.402353 -6.079670 -6.523862 0.01 0.10 0.06
H -0.036583 -3.723350 -7.169153 -0.01 0.01 0.01
C -11.081471 2.597096 3.430697 0.02 -0.10 0.01
Br -10.531420 1.659320 5.021825 0.03 0.04 -0.07
Br -9.902180 4.072736 3.048048 -0.15 0.11 -0.04
Br -11.244766 1.413087 1.922590 0.05 0.05 0.08
H -12.060649 3.011852 3.622800 0.02 0.01 0.00
C 9.033607 -2.704180 -4.051853 0.01 -0.01 -0.05
Br 8.913001 -1.714394 -2.400462 -0.02 -0.03 -0.06
Br 10.852399 -3.153189 -4.489415 -0.10 0.02 0.06
Br 7.897893 -4.259036 -4.026436 0.06 0.02 0.04
H 8.666573 -2.056661 -4.836091 -0.01 -0.01 0.01
C 4.798237 1.245008 -9.002148 -0.02 -0.09 -0.06
Br 4.732353 2.220231 -7.339225 0.03 -0.06 -0.06
Br 6.606203 0.761403 -9.461316 -0.09 0.12 0.08
Br 3.618116 -0.280857 -8.987969 0.06 0.18 0.02
H 4.441918 1.911065 -9.774791 0.00 0.01 0.03
C 6.723097 -2.571827 -11.639016 0.02 0.03 -0.04
Br 5.306375 -3.128680 -12.817624 0.06 0.01 0.07
Br 6.272826 -2.885338 -9.792316 0.04 -0.23 -0.05
Br 8.406675 -3.378447 -12.107834 -0.09 0.02 0.03
H 6.836275 -1.503058 -11.759170 -0.02 -0.01 0.02
```
Positions in Å, forces in eV/Å.

Values from the calculation:
Kohn-Sham gap in eV: 8.96
Net charge: +1
Maximum force in hartree/bohr: 0.056
M in g mol⁻¹: 3755.47
HOMO level in eV: -11.29
Electronic energy in eV: -2982403.3648

Here are the Mulliken charges for atoms 1 to 5, given in e: number 1, C, carries 1.083; number 2, C, carries -0.264; number 3, C, carries -0.603; number 4, O, carries -0.128; number 5, C, carries -0.925

***

Look up the net charge of the first one.
-1

***

What is the formula in the second record?
C22H32Br42N4OP

***

Which of these has the highest Kohn-Sham gap?
C22H32Br42N4OP

***

Which of these has the lowest net charge?
C2H4NO2